Entry 1:
Density functional theory data (wB97M-V/def2-TZVPD) for a 10-piece molecular cluster, C56H142N10O18 overall at a distorted geometry.

CARTESIAN COORDINATES (ANGSTROEM)
H: -2.369 5.207 1.732
H: 5.548 7.951 -4.946
C: -2.355 -8.120 2.958
H: -3.631 -0.355 7.316
H: -2.294 3.733 -4.472
H: -1.640 -2.654 -2.844
O: 4.319 -4.673 -1.524
H: -5.693 -2.244 -2.355
H: 3.164 -4.240 0.744
H: -1.420 8.578 1.836
C: -1.818 2.742 -4.357
C: -1.428 7.483 1.731
C: 0.815 -1.673 -5.007
O: -3.212 -7.588 0.168
C: -0.173 1.399 0.053
O: -5.074 4.839 -2.023
H: -0.445 -2.231 6.106
C: 5.288 7.386 -5.894
O: -1.629 -0.240 6.843
O: -5.566 -0.204 -2.022
H: -1.803 -8.673 2.166
H: 2.741 2.796 0.770
C: 3.157 -5.417 -1.563
H: 0.882 3.413 2.186
C: 4.262 0.732 -2.814
O: -0.534 -1.202 -4.651
C: -1.325 7.498 -0.650
H: -3.071 4.341 -2.279
C: -3.933 -6.912 1.225
H: -5.540 -1.291 -3.822
H: -0.757 1.112 -0.797
H: -2.024 7.458 -1.481
C: -2.764 0.171 7.615
O: -0.514 2.782 -3.732
H: -1.158 3.361 -1.343
H: -1.780 1.065 5.379
C: -1.077 -9.723 -2.355
H: 3.360 2.053 -4.331
C: -3.773 4.554 -1.499
H: 3.017 -3.667 7.102
H: 1.289 -4.738 4.459
N: 3.170 0.912 -1.859
H: -3.873 -6.517 -1.524
H: 7.208 0.267 -0.068
H: 0.915 2.493 -5.153
H: 4.233 2.834 -3.118
H: -3.383 5.275 4.482
H: -3.954 -1.307 -1.427
N: 1.753 -6.970 -2.802
H: 5.019 8.064 -6.742
H: 2.974 -4.548 2.512
C: 2.909 1.448 5.436
H: -0.153 3.821 -5.436
H: 3.156 6.066 -0.639
H: -1.641 -7.880 3.760
H: 3.023 0.510 4.939
C: 3.350 6.172 -6.765
H: -5.042 6.929 -2.280
H: 0.880 1.579 -0.299
C: -0.279 0.406 1.176
H: -3.148 -8.741 3.306
H: 2.362 -2.154 6.357
H: 6.125 6.760 -6.084
H: 0.355 -0.240 -2.993
C: 2.997 -1.493 1.265
C: 1.059 4.139 4.704
N: 0.243 -2.609 -1.859
H: -2.454 -1.924 2.049
C: 0.617 -4.142 5.145
N: 0.674 -0.743 1.060
O: -2.128 7.228 0.463
H: 0.162 3.699 4.235
C: 1.371 4.348 -4.092
O: 1.559 1.906 5.346
O: 2.521 4.828 0.808
H: -2.154 -6.179 2.064
C: 4.241 1.901 -3.738
H: 0.442 -1.518 1.636
C: 6.997 -0.593 -0.677
H: -6.234 2.419 3.484
H: -2.892 1.243 7.575
C: -3.922 0.887 -0.833
H: -3.273 7.273 2.730
H: 3.892 3.708 1.821
N: 2.165 4.178 3.717
H: 3.221 4.925 -4.666
H: 3.217 1.291 6.515
H: 3.220 6.983 -7.443
C: 0.431 -8.695 -3.891
H: 4.088 -0.176 -3.511
H: -4.953 2.341 -1.922
C: 3.293 -3.820 1.772
C: -3.960 -7.540 -1.023
H: 3.047 -3.523 5.369
H: 1.539 5.349 -7.050
H: 1.553 -7.437 -1.908
H: 3.155 -6.046 -0.650
C: 3.049 -6.290 -2.758
H: 3.144 4.290 -1.032
H: 4.400 5.044 -0.128
O: 1.190 -3.908 6.435
C: 1.411 3.177 5.842
H: -3.597 -0.109 -2.748
H: 2.273 3.535 6.390
C: -4.181 -0.288 -1.825
H: 1.994 2.350 2.950
O: -4.344 2.870 4.316
N: -4.061 2.161 -1.477
H: 6.954 -1.460 -0.005
H: -4.822 3.440 0.033
H: 3.853 -7.040 -2.867
H: -6.192 6.106 -3.257
N: -0.657 -2.084 5.105
H: -0.832 8.538 -0.640
H: 3.980 -1.292 1.709
H: -2.292 -3.629 2.313
H: -1.286 -0.020 1.365
H: 2.037 -7.393 -4.764
H: -0.874 -10.252 -1.387
H: 3.064 -1.715 0.213
C: -3.926 3.364 -0.635
H: 2.446 5.146 3.490
H: -0.453 -8.077 -3.907
C: -0.534 -0.704 4.811
H: -3.008 0.824 -0.220
H: 6.387 0.667 -2.815
H: 0.468 3.699 -0.794
H: -4.218 -5.900 1.004
H: 3.832 5.366 -7.268
H: -2.500 0.027 8.714
O: 4.179 6.636 -5.646
C: -5.972 -1.309 -2.808
N: 2.350 4.688 -5.076
H: -1.822 2.143 -5.344
H: 1.449 6.602 -5.701
H: -0.604 6.752 -0.817
C: -2.968 -6.842 2.450
H: -1.602 -10.282 -3.120
H: 1.037 -2.390 -4.216
C: 0.389 3.272 -4.675
H: -5.537 1.139 4.558
H: 2.301 -4.708 -1.507
C: -3.506 3.409 3.346
H: -3.495 5.445 -0.869
H: -2.502 2.174 -3.714
H: 5.199 -2.982 -2.128
C: -1.318 -4.045 -0.346
H: 1.335 -2.187 4.221
H: -2.647 -0.371 5.029
H: 2.372 0.481 0.666
C: 2.014 -0.300 1.376
H: -3.585 -8.273 -1.682
H: -2.208 -3.861 -1.003
H: 0.857 5.184 -3.634
H: -1.389 -0.088 -3.384
C: 0.402 -2.847 4.366
C: -0.615 3.631 -0.477
H: 2.435 -8.797 -3.619
H: -4.349 6.017 -3.537
H: -0.001 0.871 2.109
C: 1.768 -7.942 -3.863
C: 2.042 5.708 -6.091
O: 2.475 -2.657 1.949
H: -0.055 -3.065 3.405
H: -3.266 -2.961 0.855
C: -0.919 -1.878 -2.403
C: 1.896 3.337 2.555
C: 2.500 -3.251 6.288
H: 1.726 3.840 -3.202
H: 5.653 1.644 -1.484
H: 5.148 -4.277 -3.446
H: 2.127 0.090 2.358
H: -1.906 7.077 3.751
C: -5.253 1.861 3.817
N: -2.269 5.416 2.691
H: -1.317 -5.118 -0.032
H: 0.395 -9.350 -4.830
H: -3.221 -6.017 4.292
H: -4.753 0.736 -0.090
H: 0.741 -2.050 -6.013
H: 0.623 3.021 6.587
H: -5.075 -7.753 -0.872
H: 3.621 2.138 4.977
C: -0.587 -0.737 -3.336
H: 0.453 -0.329 5.163
H: -0.452 6.978 1.805
O: -1.249 -3.048 0.668
H: -0.384 -4.502 -2.081
H: 1.597 -0.857 -4.894
H: -0.937 4.610 -0.051
H: -0.505 -0.435 3.770
H: 5.015 1.836 -4.464
H: 0.760 5.093 5.100
O: 0.272 -9.530 -2.765
H: 0.742 -2.064 -1.175
C: -0.064 -3.913 -1.243
C: -5.170 6.025 -2.862
H: -4.407 5.337 2.915
C: 4.563 -3.739 -2.568
H: 3.550 -3.367 -2.981
C: -1.749 0.028 5.476
H: 0.784 -4.276 -0.682
H: -1.484 -1.356 -1.571
H: -3.799 3.166 2.317
H: -4.881 -7.437 1.385
O: 5.620 -0.429 -1.211
C: -2.396 -2.900 1.497
H: -0.386 -4.624 5.406
H: -4.681 -6.334 3.507
C: -3.473 4.939 3.422
H: 4.316 -3.570 2.169
H: -1.529 -8.770 -2.171
H: -2.478 2.998 3.517
H: -3.039 3.159 -0.089
C: 3.322 5.061 -0.296
H: 7.706 -0.648 -1.509
C: 5.579 0.653 -2.051
H: 3.238 -5.587 -3.657
C: 2.850 3.649 1.461
C: -2.271 6.868 2.747
H: 3.203 0.110 -1.224
O: -0.750 2.622 0.560
H: 2.257 0.841 -2.343
H: -7.025 -1.233 -3.016
H: -4.771 1.401 2.863
N: -3.687 -6.034 3.420

Its relative energy (zero: lowest compared OMol25 entry of this formula, charge and spin) is 347.41 kJ/mol. The orbital gap comes out at 8.7 eV. As for the SMILES: COC[C@H](C)N.COC[C@H](C)N.COCCNCCOC.COCCNCCOC.COCCNCCOC.COCCNCCOC.COCCNCCOC.COCCNCCOC.COCCNCCOC.COCCNCCOC. As for the HOMO energy: -8.117 eV. Its charge is 0.



Entry 2:
Density functional theory data (wB97M-V/def2-TZVPD) for a 14-piece molecular cluster, C56H154N14O14 overall at a distorted geometry.

CARTESIAN COORDINATES (ANGSTROEM)
C: -4.766 5.370 1.104
H: 3.271 -0.608 3.336
H: -0.218 2.355 7.175
O: -3.048 -2.173 4.326
H: -6.555 -2.343 3.138
C: 3.999 -0.098 1.474
C: 5.498 0.229 1.622
C: -0.560 -0.313 0.806
H: -0.751 -0.304 -4.608
H: 2.076 1.166 -6.714
N: 0.150 3.400 2.459
C: -1.643 6.471 0.152
H: 0.601 -0.135 -2.351
H: -1.755 6.850 1.144
H: 2.352 -5.846 -4.301
C: 3.184 -0.635 -7.108
H: -1.947 0.955 7.985
H: -1.434 -1.167 -5.993
C: -2.813 -3.579 -0.523
H: -4.909 1.795 -4.076
C: -4.559 3.785 2.998
N: -0.167 -3.528 2.752
H: 0.893 2.545 9.308
C: 1.712 -3.633 -3.723
C: -7.215 -0.714 1.732
H: 3.902 -0.561 0.478
H: 3.162 3.409 -5.537
C: -0.634 -4.562 -0.880
N: -4.715 -2.405 -1.359
H: 7.165 2.504 -0.039
O: -1.995 -4.728 -0.623
N: 3.772 -0.109 -2.496
H: 0.528 -2.733 2.827
H: -1.001 -1.368 0.867
C: 0.444 -0.004 -0.284
N: 2.481 -3.735 0.736
H: 2.857 -6.445 -1.377
H: -4.261 -1.522 -1.269
H: 2.296 4.410 -3.005
H: 0.928 0.962 -0.158
C: -0.570 -1.107 -5.328
H: 4.815 -5.076 -1.970
H: -5.361 0.178 -3.568
H: -2.542 -2.236 -3.010
O: -3.001 3.575 -3.250
N: -3.940 0.486 -1.221
H: 6.092 0.728 -2.342
H: -5.321 -1.214 2.732
H: 6.777 -2.555 0.140
C: -0.172 -0.132 -1.681
H: -3.803 -3.022 -3.853
C: 1.340 3.752 -4.770
H: 7.308 -3.916 1.188
C: 3.248 1.138 1.299
H: 2.240 -4.304 -0.112
H: -3.957 5.890 1.586
H: -0.704 4.457 -4.410
O: 5.864 1.103 0.575
O: -3.132 4.227 3.269
H: -5.817 5.797 1.366
H: -5.812 -2.437 1.524
H: -8.079 -1.282 1.409
H: 1.272 -6.638 -3.044
C: 4.640 -4.791 1.370
H: -5.258 4.401 3.508
O: -8.209 -0.380 3.805
H: -0.582 2.850 1.948
H: 1.063 2.996 2.388
H: 2.209 1.044 1.022
C: 3.175 -6.549 -2.429
H: 1.181 0.506 -4.477
O: 1.677 -4.609 -2.758
H: -4.284 -4.444 -1.722
C: 7.005 1.904 0.887
H: -9.334 1.179 4.356
H: 2.500 -0.922 -7.839
O: -1.504 0.741 0.911
H: -3.645 5.118 5.150
H: -2.963 5.652 -3.551
H: -4.666 2.807 3.463
H: 2.194 4.535 -6.389
H: 4.785 -2.409 -3.690
H: 1.081 -1.912 -0.492
H: -0.166 -5.515 -1.110
H: 4.195 -1.825 2.657
H: 1.599 -5.885 2.483
H: 6.077 -0.718 1.617
C: 1.170 1.616 4.880
C: -4.607 3.920 1.464
H: 1.872 5.871 2.209
H: 3.410 1.774 2.151
H: -8.359 0.981 2.312
O: 7.438 -0.828 -2.304
H: 0.223 1.435 4.333
H: -0.823 0.697 -1.890
C: -2.839 4.514 4.644
C: -6.159 -1.721 2.295
H: 3.894 -2.867 -2.124
N: 3.133 -7.989 -2.802
H: 1.085 5.412 3.747
C: -0.727 6.032 -6.875
C: 1.603 -0.165 -5.199
H: -1.262 -2.873 5.054
H: -0.724 4.166 0.116
H: 0.018 -0.296 1.735
H: -0.556 -3.924 -1.783
N: -6.501 -0.043 0.564
C: 2.100 -5.909 -3.262
H: -2.918 0.652 -2.997
H: -0.790 -1.056 -1.612
H: 5.989 -0.168 -3.790
H: -9.380 -0.212 5.467
H: -2.819 -1.685 6.383
H: 5.064 -0.973 -1.049
N: -5.629 3.090 0.856
C: 0.323 0.350 6.665
C: 8.598 -0.413 -2.981
H: -1.249 1.528 9.280
H: -0.138 -4.094 -0.009
H: 5.166 -5.177 2.313
H: -1.100 5.132 2.440
H: 5.591 -2.989 -2.234
C: 5.004 -0.920 -2.103
H: 8.649 -0.581 -4.070
H: 5.204 -6.810 -2.092
C: -0.090 4.842 2.082
H: -3.682 3.540 1.023
C: 1.148 1.712 8.675
C: -3.769 -3.444 -1.756
C: -3.053 -3.212 -3.063
N: 3.549 -1.053 2.460
H: 3.648 0.703 -4.311
H: 3.819 1.653 0.524
H: 1.922 1.749 4.115
C: 3.124 -4.588 1.671
H: -5.877 1.550 -2.640
H: 3.190 -6.563 2.480
H: 0.472 5.743 -4.608
C: -8.738 0.402 4.809
H: 2.051 -1.080 -4.659
C: -7.642 0.311 2.730
H: -3.282 0.693 -0.509
H: -2.971 -0.477 1.871
H: 1.980 -1.074 0.716
C: 0.908 5.788 2.758
C: -2.455 0.443 1.949
H: -0.388 -2.106 -4.819
H: 4.847 -5.648 0.682
O: -0.307 6.188 -0.014
H: -5.479 -2.399 -2.064
H: 1.258 0.958 9.399
H: -1.086 5.807 -7.864
H: -1.912 0.422 2.889
H: -2.302 5.569 0.010
H: 8.743 0.648 -2.817
H: -6.506 3.190 1.366
H: -4.204 3.018 -1.601
H: -2.012 -2.823 2.053
H: 3.145 -3.018 0.426
H: -1.599 6.403 -6.238
H: 6.780 2.613 1.735
H: 6.654 -4.179 -0.487
H: 3.488 -7.993 -3.783
C: 2.619 0.436 -6.133
H: -7.246 0.258 -0.075
H: -2.383 5.061 -1.928
C: 6.545 -3.587 0.441
H: -2.329 2.703 -1.490
H: -2.353 -4.922 4.099
H: 2.996 -0.306 -1.844
H: 5.679 0.801 2.557
N: 2.540 4.234 -5.468
H: 0.688 3.793 -2.638
H: 2.053 2.631 -2.964
H: -6.755 0.890 3.064
H: 0.993 2.749 -5.206
C: -2.354 -4.498 3.128
H: 4.582 1.172 -5.611
C: 1.655 3.611 -3.249
H: -3.235 1.159 2.003
H: -3.496 -3.551 0.359
N: 3.597 1.079 -5.302
N: 1.514 -1.044 -0.208
C: 0.185 4.745 -4.992
H: 1.060 2.621 5.403
O: -0.127 4.846 -6.332
H: -2.322 -3.936 -3.388
C: -3.151 4.879 -2.731
C: -5.032 1.150 -3.243
H: -4.726 5.573 0.056
H: -1.831 -5.213 2.404
H: 3.400 -1.574 -6.573
H: 0.464 6.765 2.734
H: -0.040 -3.860 1.784
H: 2.291 -6.519 1.001
H: 4.882 -5.820 -3.575
C: -0.002 4.884 0.548
H: 3.577 -8.588 -2.185
H: 1.088 4.678 0.379
H: 4.021 -0.250 -7.698
H: 7.877 1.309 1.173
H: -1.822 7.268 -0.579
H: -0.066 6.866 -6.856
H: -6.046 -0.768 0.018
H: -8.027 0.833 5.460
H: -4.505 -1.975 5.753
H: -4.177 5.095 -2.438
C: 2.486 -5.954 1.878
H: -1.909 5.113 4.650
H: 1.271 -2.707 -3.366
O: 0.556 -0.613 -6.058
H: -2.179 -2.677 -0.461
C: 6.208 -0.251 -2.717
H: 2.066 1.724 8.079
H: -4.812 0.769 -0.799
C: 4.625 -5.982 -2.531
H: 4.078 0.856 -2.274
H: -2.652 3.586 5.279
H: -3.511 -0.532 5.379
O: 5.201 -3.612 0.892
C: -3.678 1.256 -2.480
C: -1.592 -2.350 4.176
H: 3.034 -4.018 2.624
H: -0.637 0.210 5.976
O: 1.426 0.541 5.773
H: 9.461 -0.876 -2.505
H: -3.378 -4.374 2.783
C: -3.522 -1.594 5.511
C: -3.239 2.706 -2.137
H: -5.402 2.108 0.898
C: -1.538 -3.241 2.998
H: 0.654 -0.630 7.195
H: 1.117 -4.008 -4.608
H: 2.744 -3.527 -4.131
N: -1.090 0.897 8.507
C: 4.787 -2.359 -2.573
C: 0.021 1.391 7.705
H: -1.047 -1.432 4.126

Its relative energy (zero: lowest compared OMol25 entry of this formula, charge and spin) is 528.68 kJ/mol. The orbital gap comes out at 8.7 eV. As for the HOMO energy: -8.339 eV. Its charge is 0.